Record 1
A 2-piece molecular cluster, C2H8O2 overall. Source: the OMol25 dataset; level of theory: wB97M-V/def2-TZVPD.

Geometry as ORCA input:
```
! RIJCOSX wB97M-V def2-TZVPD def2/J DEFGRID3
* xyz 0 1
C 0.129 0.667 -3.179
O 1.296 -0.065 -2.784
H 0.138 0.993 -4.219
H -0.743 0.016 -3.123
H 0.039 1.550 -2.546
H 1.043 -0.980 -2.931
C -0.449 -0.456 3.448
O 0.257 0.334 2.581
H 0.003 -0.513 4.438
H -1.503 -0.187 3.516
H -0.263 -1.483 3.133
H 0.054 0.124 1.666
*
```

Summary:
relative energy (zero: lowest compared OMol25 entry of this formula, charge and spin): 24.2 kcal/mol
frontier orbital gap: 11.030 eV
highest occupied orbital energy: -10.3687 eV
total energy: -231.42374 hartree
structure (SMILES): CO.CO
LUMO: 0.66 eV


Record 2
A 2-piece molecular cluster, C4H12O4 overall. Source: the OMol25 dataset; level of theory: wB97M-V/def2-TZVPD.

Geometry as ORCA input:
```
! RIJCOSX wB97M-V def2-TZVPD def2/J DEFGRID3
* xyz 0 1
O 1.180 1.258 0.731
O 1.936 2.756 -1.228
C 1.658 0.478 -0.297
C 2.452 1.459 -1.198
H 1.413 2.149 0.396
H 1.104 2.578 -1.714
H 2.221 -0.406 0.059
H 0.824 0.115 -0.928
H 3.449 1.622 -0.745
H 2.603 0.954 -2.172
O -2.445 -0.126 -0.147
O -0.984 -2.368 -0.042
C -2.677 -1.180 0.873
C -1.203 -1.717 1.157
H -1.762 0.465 0.234
H -1.577 -1.959 -0.707
H -3.103 -0.854 1.841
H -3.344 -1.960 0.458
H -0.526 -0.873 1.393
H -1.220 -2.391 2.036
*
```

Summary:
relative energy (zero: lowest compared OMol25 entry of this formula, charge and spin): 61.1 kcal/mol
frontier orbital gap: 10.526 eV
highest occupied orbital energy: -9.9516 eV
total energy: -460.48535 hartree
structure (SMILES): OCCO.OCCO
LUMO: 0.57 eV


Record 3
A 3-piece molecular cluster, C5H16N2O overall. Source: the OMol25 dataset; level of theory: wB97M-V/def2-TZVPD.

Geometry as ORCA input:
```
! RIJCOSX wB97M-V def2-TZVPD def2/J DEFGRID3
* xyz 0 1
C -1.703 -2.086 -0.625
C -0.436 -1.406 -0.029
C -0.166 -0.084 -0.787
C 0.721 0.905 -0.028
C 0.870 2.142 -0.863
N -0.283 2.960 -0.614
N 0.816 -2.017 0.103
H -2.586 -1.658 -0.131
H -1.730 -3.166 -0.414
H -1.803 -1.881 -1.696
H -0.775 -1.066 0.966
H -1.111 0.471 -0.976
H 0.359 -0.312 -1.719
H 0.410 1.278 0.956
H 1.665 0.398 0.193
H 0.933 1.900 -1.935
H 1.844 2.627 -0.619
H -0.258 3.682 -1.342
H -2.893 3.795 -0.271
H 0.827 -2.913 -0.391
H -3.102 3.102 -0.358
H 1.434 -0.619 3.259
H 1.244 -1.413 1.885
O 0.798 -1.074 2.692
*
```

Summary:
relative energy (zero: lowest compared OMol25 entry of this formula, charge and spin): 190.1 kcal/mol
frontier orbital gap: 3.211 eV
highest occupied orbital energy: -6.9058 eV
total energy: -384.55513 hartree
LUMO: -3.69 eV


Record 4
One molecule with the formula CH5NOP2. Source: the OMol25 dataset; level of theory: wB97M-V/def2-TZVPD.

Geometry as ORCA input:
```
! RIJCOSX wB97M-V def2-TZVPD def2/J DEFGRID3
* xyz 0 1
C 1.080 -0.226 1.384
N -0.129 0.351 1.300
O 1.250 -1.179 0.612
P 0.259 -0.101 -1.597
P -1.004 -0.498 0.055
H 1.666 -0.148 2.300
H -0.290 1.334 1.241
H -0.793 0.519 -2.159
H -0.296 -1.288 -2.015
H -0.702 -1.825 0.293
*
```

Summary:
relative energy (zero: lowest compared OMol25 entry of this formula, charge and spin): 27.4 kcal/mol
frontier orbital gap: 9.187 eV
highest occupied orbital energy: -8.3400 eV
total energy: -853.73341 hartree
structure (SMILES): O=CN[PH]#[PH2]
LUMO: 0.85 eV